{
  "formula": "C3H9BS3",
  "method": "ωB97M-V/def2-TZVPD",
  "total_energy_ha": -1339.14933,
  "homo_energy_ev": -9.2,
  "de_lowest_kj_mol": 31.8,
  "smiles": "CCCSB=S.S",
  "species": ["C", "C", "C", "S", "B", "S", "H", "H", "H", "H", "H", "H", "H", "S", "H", "H"],
  "coordinates": [[-2.01471, -0.57508, -0.00073], [-0.53208, -0.27369, -0.18162], [0.14119, 0.02090, 1.14749], [1.90843, 0.49910, 0.90406], [2.62238, -1.04754, 0.53672], [3.26587, -2.48489, 0.19551], [-2.15366, -1.45819, 0.61977], [-2.52236, 0.26339, 0.47222], [-2.47615, -0.75781, -0.96773], [-0.40962, 0.58817, -0.84113], [-0.03669, -1.12991, -0.64878], [-0.30453, 0.88530, 1.64116], [0.10700, -0.83616, 1.81832], [4.87962, 1.39654, -0.33821], [4.80760, 0.31813, -1.11661], [4.01192, 2.07033, -1.08284]],
  "nbo_charge": [-0.6036, -0.4118, -0.4790, 0.0432, 0.1577, -0.2270, 0.2056, 0.2024, 0.2172, 0.2055, 0.2121, 0.2244, 0.2233, -0.2650, 0.1523, 0.1426]
}

{
  "formula": "C3H9BrN2",
  "method": "ωB97M-V/def2-TZVPD",
  "total_energy_ha": -2803.00967,
  "homo_energy_ev": [-5.1, -9.5],
  "de_lowest_kj_mol": 45.8,
  "spin_multiplicity": 3,
  "species": ["C", "C", "C", "N", "N", "Br", "H", "H", "H", "H", "H", "H", "H", "H", "H"],
  "coordinates": [[1.98964, -0.89989, 0.95832], [1.49275, -0.72918, -0.45899], [0.22918, 0.04986, -0.37365], [-1.21106, 1.76678, -0.71848], [0.00605, 1.28442, -0.69824], [-5.05887, -0.14863, 1.02675], [1.63228, -1.86055, 1.36586], [1.95227, -0.06835, 1.69433], [3.13868, -0.94371, 0.94178], [1.28646, -1.61487, -1.03757], [2.24709, -0.02635, -0.86005], [-0.73601, -0.53147, -0.40245], [-1.18651, 2.50809, -1.33831], [-1.97268, 1.08438, -0.65593], [-3.80926, 0.12946, 0.55664]],
  "lowdin_spin": [0.0594, 0.0895, 0.6848, 0.3794, 0.6681, 0.0015, 0.0014, 0.0034, 0.0092, 0.0141, 0.0063, 0.0459, 0.0128, 0.0241, 0.0001]
}

{
  "formula": "C3H9BrNO",
  "method": "ωB97M-V/def2-TZVPD",
  "total_energy_ha": -2823.27424,
  "charge": 1,
  "homo_energy_ev": [-12.4, -11.3],
  "de_lowest_kj_mol": 416.4,
  "species": ["C", "C", "C", "N", "O", "Br", "H", "H", "H", "H", "H", "H", "H", "H", "H"],
  "coordinates": [[-0.78642, 1.67461, -1.39502], [1.72886, -0.95626, 2.26101], [-1.21627, 0.59676, -0.51311], [-1.60035, -0.73255, -1.21329], [2.90142, -1.03208, 1.61204], [-0.13712, 0.14907, 1.15092], [0.05534, 1.52277, -2.17547], [-1.55045, 1.93594, -2.19811], [-0.60927, 2.76708, -0.83956], [1.54267, -0.32292, 3.18473], [1.25395, -1.94968, 2.24724], [-2.51122, -0.87459, -1.50393], [-1.01800, -1.18097, -1.93959], [-1.38635, -1.39194, -0.40652], [3.33319, -0.20524, 1.72867]],
  "nbo_charge": [-0.7839, 0.0139, 0.0086, -0.7467, -0.6026, 0.1022, 0.2387, 0.2770, 0.2866, 0.2115, 0.1967, 0.4372, 0.4140, 0.4520, 0.4948]
}

{
  "formula": "C3H9BrNPS",
  "method": "ωB97M-V/def2-TZVPD",
  "total_energy_ha": -3487.99550,
  "homo_energy_ev": -8.8,
  "de_lowest_kj_mol": 125.2,
  "smiles": "CN(CS)P(C)Br",
  "species": ["C", "N", "C", "S", "P", "C", "Br", "H", "H", "H", "H", "H", "H", "H", "H", "H"],
  "coordinates": [[1.66782, 1.07467, 0.13487], [0.86096, -0.10928, 0.18877], [-0.16591, -0.06746, 1.17315], [-1.67780, 0.85575, 0.76483], [0.92514, -1.20249, -1.18707], [-0.84208, -1.07430, -1.83784], [0.88458, -3.19467, -0.40115], [2.55023, 0.87723, 0.70620], [1.90742, 1.19729, -0.88855], [1.13796, 1.94133, 0.59195], [-0.48957, -1.14856, 1.57587], [0.14740, 0.47641, 2.03652], [-1.30930, 1.67908, -0.11941], [-0.80824, -0.13686, -2.28250], [-0.91827, -1.82155, -2.65350], [-1.64360, -1.39958, -1.11935]],
  "nbo_charge": [-0.4024, -0.7603, -0.3327, -0.0741, 0.8982, -0.9514, -0.2231, 0.1917, 0.2052, 0.1989, 0.2301, 0.2078, 0.1064, 0.2232, 0.2326, 0.2500]
}

{
  "formula": "C3H9ClO2P",
  "method": "ωB97M-V/def2-TZVPD",
  "total_energy_ha": -1071.61410,
  "charge": -1,
  "homo_energy_ev": -3.8,
  "species": ["O", "C", "O", "C", "C", "P", "Cl", "H", "H", "H", "H", "H", "H", "H", "H", "H"],
  "coordinates": [[-0.38000, 2.81552, -2.86145], [-0.58601, 1.54130, -2.42604], [-0.32028, 1.30315, -0.99489], [-1.10006, 0.15264, -0.47947], [-0.53173, -0.20322, 1.01636], [1.27075, -0.83054, 1.07476], [0.84257, -1.78864, 2.95782], [-0.90000, 0.72801, -3.21523], [-1.13411, -0.76844, -1.20791], [-2.20917, 0.56518, -0.32235], [-0.62955, 0.77101, 1.67757], [-1.23849, -1.00912, 1.54206], [1.72739, 0.32861, 1.84744], [2.64520, -1.33674, 1.17158], [0.89903, -2.06535, 0.38713], [1.64447, -0.20336, -0.16738]],
  "nbo_charge": [-0.6050, 0.6023, -0.5064, -0.1038, -0.7478, 0.6069, -0.5526, 0.1594, 0.1821, 0.1676, 0.2083, 0.2259, -0.1636, -0.1477, -0.1760, -0.1498]
}

{
  "formula": "C3H9ClO3SSi",
  "method": "ωB97M-V/def2-TZVPD",
  "total_energy_ha": -1493.30412,
  "homo_energy_ev": -10.8,
  "de_lowest_kj_mol": 62.5,
  "species": ["O", "O", "Cl", "O", "C", "C", "C", "Si", "S", "H", "H", "H", "H", "H", "H", "H", "H", "H"],
  "coordinates": [[-2.89668, -1.53227, -0.47413], [-1.86619, -0.79753, 1.72833], [-1.90588, -3.50633, 1.46538], [-0.30157, -1.41901, 0.03867], [0.83604, 0.73142, 1.62623], [-0.75651, 1.19127, -0.92408], [1.92290, -0.00715, -1.41326], [0.44514, 0.02370, -0.11994], [-1.79183, -1.60799, 0.51058], [0.08665, 0.32102, 2.33477], [0.92386, 1.80905, 1.92202], [1.81277, 0.32755, 1.72775], [-0.48797, 2.08270, -0.39881], [-1.83271, 0.91599, -0.81545], [-0.65963, 1.40428, -2.02090], [1.44613, 0.00215, -2.34554], [2.50157, -0.89377, -1.37533], [2.52389, 0.95492, -1.46630]],
  "nbo_charge": [-0.8162, -0.9064, -0.1960, -1.0166, -1.1374, -1.1717, -1.0723, 1.8331, 2.2636, 0.2712, 0.2591, 0.2262, 0.2414, 0.2547, 0.2445, 0.2349, 0.2352, 0.2525]
}

Repeat the fourth record exactly.
{
  "formula": "C3H9BrNPS",
  "method": "ωB97M-V/def2-TZVPD",
  "total_energy_ha": -3487.99550,
  "homo_energy_ev": -8.8,
  "de_lowest_kj_mol": 125.2,
  "smiles": "CN(CS)P(C)Br",
  "species": ["C", "N", "C", "S", "P", "C", "Br", "H", "H", "H", "H", "H", "H", "H", "H", "H"],
  "coordinates": [[1.66782, 1.07467, 0.13487], [0.86096, -0.10928, 0.18877], [-0.16591, -0.06746, 1.17315], [-1.67780, 0.85575, 0.76483], [0.92514, -1.20249, -1.18707], [-0.84208, -1.07430, -1.83784], [0.88458, -3.19467, -0.40115], [2.55023, 0.87723, 0.70620], [1.90742, 1.19729, -0.88855], [1.13796, 1.94133, 0.59195], [-0.48957, -1.14856, 1.57587], [0.14740, 0.47641, 2.03652], [-1.30930, 1.67908, -0.11941], [-0.80824, -0.13686, -2.28250], [-0.91827, -1.82155, -2.65350], [-1.64360, -1.39958, -1.11935]],
  "nbo_charge": [-0.4024, -0.7603, -0.3327, -0.0741, 0.8982, -0.9514, -0.2231, 0.1917, 0.2052, 0.1989, 0.2301, 0.2078, 0.1064, 0.2232, 0.2326, 0.2500]
}